(1)
Entry from the Open Molecules 2025 dataset: a molecular structure, C14H20Cl27N4O (ωB97M-V/def2-TZVPD).

```
66
Properties=species:S:1:pos:R:3:forces:R:3
Cl 1.98122 -2.63153 6.45737 -0.005 0.006 -0.005
Cl 6.43162 0.48386 -3.79227 0.062 -0.130 -0.031
Cl 3.50224 3.25099 2.39746 0.001 -0.021 0.110
Cl 6.10812 -2.12700 0.53270 -0.026 0.012 -0.002
Cl -4.28514 -3.57757 0.29971 -0.019 -0.010 0.070
Cl -3.15096 -4.03272 -2.33858 -0.026 0.026 0.047
Cl 8.89040 -2.77378 -0.00049 -0.021 0.025 -0.006
Cl -1.40735 0.14309 -1.64060 -0.147 0.160 -0.060
Cl 0.98531 2.21397 -1.92862 0.061 0.033 -0.035
Cl 0.43174 2.43107 -8.48506 -0.010 -0.012 0.013
Cl -0.30144 3.94395 -4.95142 0.113 0.057 -0.143
Cl 5.53673 1.71251 0.99679 -0.155 0.176 -0.039
Cl 2.86186 4.17851 -0.92948 0.009 0.077 -0.071
Cl -2.45104 2.44896 -0.22097 -0.001 -0.085 0.195
Cl 9.24564 0.44994 -4.50880 -0.017 0.003 0.006
Cl 3.53180 0.35428 2.59408 0.367 0.258 -0.860
Cl 8.20606 -0.29175 1.34848 0.179 -0.112 0.013
Cl 3.79443 2.03442 -2.64198 -0.054 0.080 -0.021
Cl -4.09324 0.07005 -0.53630 -0.065 -0.104 -0.025
Cl -2.40031 4.34412 -3.02047 -0.131 -0.065 -0.140
Cl -2.12329 3.74213 -8.04553 -0.066 0.067 -0.163
Cl -1.53898 -2.78663 -0.27107 -0.136 -0.302 0.063
Cl 2.73684 -0.13519 5.18168 -0.498 -0.362 0.749
Cl 8.20950 2.53555 -2.77036 -0.015 -0.016 -0.005
Cl -1.39672 2.83636 -10.70504 -0.008 -0.006 0.021
Cl 0.05201 -0.47512 6.22802 -0.093 0.058 0.047
Cl -2.52428 2.09580 -4.88386 -0.070 -0.067 0.115
O -3.72408 -0.36654 3.33626 0.050 0.310 0.276
N -5.88551 -1.49506 2.38774 -0.032 0.051 0.112
N -6.10285 -2.90862 4.09648 -0.065 0.121 -0.224
N -7.01031 -2.24614 2.19476 -0.296 -0.546 0.345
N -4.25547 -1.40223 4.05573 -0.220 -0.437 -0.038
C -7.08997 -3.07763 3.24002 0.204 0.101 0.089
C -1.72634 -1.89355 3.11625 0.136 -0.036 0.970
C -2.80786 -3.95661 -0.61871 0.119 -0.005 -0.123
C 7.70400 -1.47874 0.14535 0.017 -0.005 -0.013
C 7.86030 1.46743 -4.13022 0.045 0.038 0.067
C 2.45615 3.12268 -2.27916 0.043 -0.019 0.088
C 4.52047 1.81199 2.42842 0.037 0.013 -0.189
C -2.83510 1.09848 -1.26945 0.118 0.062 -0.050
C -5.35896 -1.91931 3.55307 -0.034 -0.006 -0.218
C 1.76319 -0.88433 6.44262 0.187 0.046 0.120
C -2.02128 3.77390 -4.65026 0.131 0.037 0.167
C -2.30591 -0.49414 3.05288 0.712 -0.295 -0.989
C -1.25639 2.51579 -8.98158 0.049 -0.011 -0.006
C -0.27015 -1.85314 2.66331 0.290 -0.097 -0.284
H -1.70916 -2.21878 4.16780 -0.125 -0.119 -0.191
H -5.57121 -0.75613 1.77305 0.010 -0.042 0.004
H -0.12675 -1.19363 1.80036 -0.032 -0.107 0.031
H 0.39898 -1.50397 3.45091 -0.140 0.098 0.028
H -2.30692 -2.63292 2.55973 -0.033 0.253 -0.146
H 5.16477 1.87759 3.29526 -0.007 -0.035 0.021
H -1.71635 1.55833 -8.77555 -0.004 0.008 0.010
H 0.07182 -2.85174 2.38182 -0.050 0.105 0.010
H -7.64840 -2.16771 1.41772 0.253 0.254 -0.122
H -1.71681 0.18212 3.67965 -0.371 -0.030 0.219
H -3.23222 1.47977 -2.20261 -0.032 0.033 0.018
H 2.07931 -0.49094 7.39972 -0.076 -0.036 0.053
H -2.56725 4.38082 -5.35947 0.025 0.023 -0.007
H -3.88610 -1.71131 4.94393 0.080 0.274 0.020
H 2.27678 3.73726 -3.15195 -0.040 -0.002 0.006
H 7.64447 2.08276 -4.99351 -0.009 -0.008 -0.002
H -2.19970 -0.14201 2.01952 -0.233 0.117 0.169
H -2.47341 -4.93256 -0.29214 -0.021 -0.001 0.012
H 7.63518 -0.97599 -0.81102 -0.002 0.003 -0.009
H -7.88427 -3.80623 3.34798 0.087 0.146 -0.067
```
Positions in Å, forces in eV/Å.

Net charge   +1
E_LUMO   -2.6 eV
HOMO-LUMO gap   9.4 eV

Löwdin population analysis, charges in e, atoms 1 to 2: 0.54, 0.49

(2)
Entry from the Open Molecules 2025 dataset: a molecular structure, C35H29BrCdCl7N5OSe (ωB97M-V/def2-TZVPD).

```
80
Properties=species:S:1:pos:R:3:forces:R:3
Cd -0.78579 1.29794 -0.45540 0.033 -0.652 -0.705
Br -2.39862 2.92757 0.89266 -0.312 0.403 0.475
Se -1.73451 0.00431 -2.51063 0.117 0.120 0.450
Cl 2.61694 1.76914 0.69286 0.412 0.168 -0.234
Cl 4.16981 6.28827 -3.34000 -0.015 -0.031 0.050
Cl 1.13692 5.78696 -2.67848 0.084 -0.017 0.052
Cl 1.20837 0.60143 -6.15063 -0.092 0.068 0.067
Cl 6.39298 4.56473 -1.93527 -0.106 0.011 -0.013
Cl 1.01109 2.40662 -3.81403 0.097 -0.035 -0.235
Cl 5.54559 2.36966 0.11729 -0.116 0.013 -0.039
O 0.69776 3.53417 -0.87428 0.263 0.075 -0.046
N 1.56358 -0.41259 -1.20417 0.563 -0.059 -0.056
N -0.58017 -8.07780 -5.05314 0.033 0.091 0.048
N -3.48930 -0.07375 1.85288 -0.265 0.194 0.280
N 1.46301 -2.08495 -2.64890 0.306 -0.026 0.084
N -3.56091 -1.78784 0.59363 -0.288 -0.285 -0.023
C 0.88454 3.12157 4.00251 -0.031 0.056 -0.001
C -5.88101 -2.61240 1.27255 -0.068 0.032 0.066
C -5.77868 -0.32763 2.95017 0.009 0.030 -0.009
C 2.97856 3.07349 -0.43253 0.259 0.058 -0.030
C 2.58530 -0.28131 -2.13240 -0.165 -0.032 0.226
C 2.37228 4.83221 -1.94336 0.057 0.052 -0.072
C -3.21000 -2.77322 -0.41248 0.189 0.230 -0.099
C 2.69000 1.62062 4.43894 0.068 0.046 0.090
C 0.11955 1.51096 -5.03989 -0.120 -0.248 0.287
C 1.49216 -5.32701 -4.39930 0.011 -0.037 -0.029
C 0.90774 -1.48134 -1.54425 0.149 0.136 -0.142
C -0.69136 -4.93033 -3.46742 -0.030 -0.006 0.045
C 2.56147 -1.30239 -3.02174 -0.304 -0.058 0.021
C -4.73041 -0.64395 2.09748 0.235 0.164 0.056
C 1.35211 3.97896 4.98686 0.023 -0.100 -0.015
C 0.94467 0.97512 2.65615 0.515 0.043 0.000
C 0.18714 -5.76038 -4.16388 -0.040 -0.199 -0.149
C 1.73208 -0.33887 2.53807 -0.070 -0.001 -0.100
C -6.88272 -1.17451 2.95592 0.098 0.050 -0.032
C -0.27129 -3.70372 -2.99194 -0.238 -0.025 0.053
C 0.78618 1.66887 1.28822 -0.997 -0.200 0.207
C 3.70563 5.05175 -2.21738 -0.001 -0.167 0.153
C 1.90214 3.78007 -1.06062 -0.202 -0.118 0.095
C 4.71343 4.28383 -1.59944 -0.125 0.129 -0.051
C -6.93717 -2.29575 2.12422 0.110 -0.019 -0.058
C 3.16927 2.48330 5.42573 -0.068 -0.039 -0.028
C -0.47567 0.59530 3.08682 -0.146 0.132 0.109
C 2.49913 3.66088 5.71246 -0.057 -0.013 -0.097
C 4.32503 3.30717 -0.69242 -0.115 -0.028 0.057
C -2.75447 -0.74271 0.93056 -0.169 -0.273 0.143
C 1.04627 -3.29253 -3.19366 -0.059 -0.035 -0.037
C -0.24617 -7.04914 -4.65659 0.092 0.269 0.087
C -4.77498 -1.77380 1.28359 0.259 -0.095 -0.329
C 1.54013 1.91760 3.71392 -0.065 -0.061 0.036
C 1.92010 -4.10487 -3.91785 0.078 0.000 -0.029
H 1.62009 -0.93333 3.44971 0.019 0.028 -0.027
H -5.73223 0.54897 3.58696 -0.026 -0.056 -0.047
H 2.17113 -5.96200 -4.95337 0.015 0.016 0.009
H 0.56470 2.71867 1.45390 0.124 0.192 -0.086
H 0.81280 4.89710 5.19376 0.041 -0.030 -0.025
H 2.94191 -3.78594 -4.08310 -0.066 -0.020 0.021
H -0.96470 -3.02484 -2.50076 0.041 -0.007 -0.132
H 4.06591 2.22043 5.97787 -0.027 0.013 -0.048
H -1.12568 1.47266 3.14823 0.059 -0.111 -0.051
H -0.54231 0.80543 -4.49995 0.282 0.149 -0.126
H -2.71629 -3.64046 0.03721 -0.021 0.031 -0.015
H -0.43648 0.11526 4.07252 0.003 0.041 -0.080
H -3.20097 0.85383 2.14821 -0.027 0.013 -0.104
H 3.26495 0.55970 -2.11296 -0.091 -0.065 0.003
H -0.00985 3.39208 3.44356 0.104 -0.046 0.064
H 3.23207 0.70263 4.24548 -0.045 0.054 0.018
H 2.80165 -0.18992 2.36504 -0.078 -0.030 -0.019
H 1.33379 -0.90532 1.69270 0.017 0.027 0.050
H -4.11027 -3.10005 -0.93471 -0.002 0.007 0.017
H 2.86371 4.32757 6.48600 -0.009 -0.014 -0.034
H -7.81783 -2.92847 2.14491 0.057 0.013 -0.017
H -5.92555 -3.47730 0.62271 0.009 -0.002 0.031
H -0.43501 2.21981 -5.63733 -0.008 0.052 -0.137
H -7.71491 -0.96231 3.61690 0.014 0.017 -0.031
H -0.90203 -0.09509 2.35973 -0.006 0.012 0.040
H -1.71248 -5.25025 -3.30955 -0.028 0.029 0.003
H 3.14339 -1.48971 -3.90931 -0.120 -0.027 0.069
H 0.05159 -1.88172 -1.02070 0.117 0.058 -0.122
H -2.55876 -2.26720 -1.14506 -0.144 -0.056 0.199
```
Positions in Å, forces in eV/Å.

Net charge   -2
E_LUMO   3.8 eV
HOMO-LUMO gap   4.7 eV

Löwdin population analysis, charges in e, atoms 1 to 2: 0.94, -0.27

(3)
Entry from the Open Molecules 2025 dataset: a molecular structure, C22H36MgO3P2 (ωB97M-V/def2-TZVPD).

```
64
Properties=species:S:1:pos:R:3:forces:R:3
P 0.80086 -2.57804 0.44923 -1.121 0.817 -0.559
P 1.10537 2.15008 0.30995 -1.182 -0.791 0.349
Mg -1.74849 0.83104 0.12619 -2.662 -0.901 1.130
O 1.26364 1.58720 4.25613 -0.480 -0.088 -0.545
O -2.38936 0.99742 2.43024 1.225 -0.010 0.880
O -0.18435 0.81743 2.35318 -0.322 -0.056 -0.126
C -1.57377 1.45286 -3.55986 1.458 0.424 -0.801
C 2.41709 -2.65583 -0.30976 0.527 -0.614 0.338
C -1.09713 0.98661 4.49329 1.170 0.138 0.799
C 0.16815 1.43182 5.01914 -0.353 -0.140 0.234
C -0.01547 -0.95280 0.02586 -0.098 0.763 0.869
C -2.30577 0.42608 -4.40069 -0.091 0.071 0.226
C 0.37123 -1.39321 -2.94121 -0.263 -0.994 -0.892
C -0.17806 -3.90194 -0.31563 -0.091 -0.588 0.032
C 1.02233 0.19685 -0.27589 0.554 1.160 0.158
C -1.58167 -0.93342 -4.47374 -0.523 0.759 0.213
C -2.05764 0.55078 5.39360 -0.298 0.527 0.772
C 0.81521 0.79367 -4.23772 0.413 -0.542 0.231
C -0.96830 -1.38697 -3.14169 0.514 -1.189 -1.088
C -1.91194 0.80619 6.77117 -0.054 -0.108 -0.156
C -0.76148 1.45592 7.24367 0.081 0.012 -0.314
C -1.27299 0.94287 3.03072 -0.664 -0.516 -1.602
C -0.22692 1.45154 -3.35114 -0.491 1.385 -1.267
C -0.51462 2.61233 -0.52193 0.325 0.875 -0.279
C 0.75829 -2.72002 2.24935 0.255 -0.528 0.044
C 0.30637 1.71572 6.38531 -0.605 -0.208 -0.255
C 2.18989 3.04289 -0.90333 0.266 0.107 -0.403
C 1.37819 -0.54999 -3.70297 -0.085 -0.033 -0.180
H -2.93838 0.04841 4.99106 0.079 0.319 0.186
H 2.32460 -3.05095 -1.33478 0.089 0.145 0.516
H 1.25801 2.12628 6.71495 -0.251 -0.043 0.050
H 2.22759 -0.34186 -3.02752 -0.218 -0.151 -0.266
H -0.68467 1.77739 8.28507 -0.063 -0.336 -0.242
H 2.65033 3.88880 -0.36637 -0.104 -0.467 0.086
H 0.26721 2.21495 -2.71614 -0.817 -0.473 -0.613
H 0.24743 -4.20037 -1.29738 -0.244 0.327 0.605
H 3.01429 -3.34320 0.30807 0.193 0.245 -0.368
H -2.34196 -1.67739 -4.75227 0.239 0.031 0.122
H 1.30426 -3.60178 2.59714 0.082 0.111 -0.040
H 0.96051 1.28745 3.33882 0.212 0.299 0.366
H -1.23162 -3.61000 -0.45662 0.477 0.020 0.134
H -0.88628 -0.89119 -5.33008 0.102 -0.302 0.753
H -0.60122 -1.13896 -0.92120 0.298 0.310 1.520
H -0.31239 3.46881 -1.18171 -0.309 -0.056 0.256
H 1.63796 3.51423 -1.71782 0.089 -0.285 -0.148
H -0.27763 -2.83596 2.58722 0.053 0.153 -0.286
H 1.10862 0.32573 -1.35441 0.126 -0.431 0.066
H -0.61990 -0.71960 0.99239 1.163 -0.839 -1.670
H 1.99710 -0.04621 0.15331 -0.001 -0.238 -0.225
H -1.66597 -2.00457 -2.53008 0.778 0.418 -0.401
H 2.85787 -1.65616 -0.34106 0.079 -0.356 0.032
H 0.50425 0.65093 -5.28689 -0.205 0.203 0.562
H -2.69533 0.52567 7.48597 0.303 0.094 -0.441
H 3.00300 2.44461 -1.31700 0.036 -0.079 0.001
H -2.52946 0.77620 -5.42568 0.221 0.097 0.342
H -1.34660 2.90947 0.12331 0.306 0.261 0.259
H -2.16345 2.34060 -3.30531 0.123 -0.627 0.762
H -3.28572 0.27387 -3.93604 0.089 0.070 0.063
H 1.78933 -1.08731 -4.57482 0.013 -0.095 0.347
H 1.66290 1.50378 -4.28096 -0.351 -0.282 -0.075
H 1.16185 -1.81954 2.71297 0.024 0.058 -0.099
H -0.89304 1.79229 -1.19060 0.546 0.999 -0.039
H 0.83576 -2.24062 -2.39558 -0.499 0.979 0.331
H -0.14786 -4.78091 0.34858 -0.061 0.188 -0.257
```
Positions in Å, forces in eV/Å.

ΔE to the lowest compared entry with this formula, charge and spin   0.000 eV
Net charge   0
E_LUMO (spin up / spin down)   0.0 / 0.0 eV
HOMO-LUMO gap (spin up / spin down)   3.6 / 3.6 eV

Löwdin population analysis, charges in e, atoms 1 to 2: 0.88, 0.97

Across the entries above, F_max takes the values 0.024, 0.020, 0.059 hartree/bohr, respectively.